Run a
56
Properties=species:S:1:pos:R:3 method="wB97M-V/def2-TZVPD" charge=+1 multiplicity=1 e_lumo_ha=-0.169 homo_ev=-11.637
Rh 0.139 0.118 -0.325
C 2.896 -4.764 0.333
C 3.103 -3.964 1.607
N 2.951 -2.509 1.439
C 1.842 -1.888 1.047
S 1.901 -0.120 1.039
N 0.754 -2.562 0.762
N -0.242 -1.692 0.435
C -1.436 -2.114 0.203
C -1.821 -3.540 0.039
C -2.383 -0.983 0.209
C -3.747 -1.151 0.110
C -4.570 -0.037 0.139
C -4.005 1.217 0.282
C -2.631 1.316 0.392
N -1.831 0.250 0.366
H 3.144 -5.807 0.533
H 3.543 -4.402 -0.466
H 1.869 -4.712 -0.014
H 4.120 -4.104 1.968
H 2.422 -4.292 2.394
H 3.737 -1.927 1.674
H -0.948 -4.108 -0.270
H -2.596 -3.616 -0.724
H -2.204 -3.972 0.966
H -4.160 -2.142 -0.003
H -5.642 -0.151 0.049
H -4.610 2.111 0.317
H -2.157 2.272 0.533
F -2.609 0.806 -4.841
C -1.461 0.151 -4.742
F -1.311 -0.671 -5.764
F -0.456 1.028 -4.726
S -1.475 -0.810 -3.166
O -1.095 0.201 -2.171
O -2.779 -1.371 -3.044
N -0.389 -1.906 -3.385
S 1.002 -2.049 -2.689
O 1.207 -3.356 -2.171
O 1.353 -0.912 -1.813
C 2.181 -1.816 -4.075
F 1.958 -0.639 -4.653
F 3.413 -1.835 -3.585
F 2.018 -2.787 -4.951
N 3.428 2.610 -4.934
C 2.664 2.747 -4.089
C 1.697 2.915 -3.032
C 0.866 4.025 -2.976
C -0.024 4.126 -1.924
C -0.078 3.111 -0.994
N 0.700 2.022 -1.053
C 1.588 1.939 -2.057
H 0.930 4.794 -3.734
H -0.672 4.985 -1.819
H -0.737 3.177 -0.143
H 2.226 1.069 -2.082

Run b
56
Properties=species:S:1:pos:R:3 method="wB97M-V/def2-TZVPD" charge=+1 multiplicity=1 e_lumo_ha="-0.193 / -0.193" homo_ev="-11.273 / -11.273"
Rh -0.297 0.179 -0.222
C 2.088 -1.174 4.784
C 2.002 0.284 4.340
N 2.577 0.488 3.033
C 1.878 0.306 1.914
S 0.214 -0.273 1.993
N 2.402 0.531 0.735
N 1.628 0.449 -0.316
C 2.183 0.667 -1.567
C 3.637 0.920 -1.691
C 1.272 0.553 -2.614
C 1.559 0.761 -3.989
C 0.564 0.622 -4.915
C -0.726 0.250 -4.498
C -0.961 0.051 -3.150
N -0.007 0.189 -2.243
H 1.658 -1.267 5.776
H 3.124 -1.495 4.818
H 1.531 -1.817 4.105
H 2.520 0.933 5.047
H 0.949 0.575 4.287
H 3.555 0.727 2.942
H 4.057 1.095 -0.706
H 3.840 1.776 -2.330
H 4.135 0.058 -2.136
H 2.567 1.019 -4.266
H 0.760 0.778 -5.965
H -1.518 0.091 -5.211
H -1.935 -0.270 -2.795
F -4.015 0.506 2.483
C -3.471 1.580 1.922
F -4.212 2.645 2.177
F -2.271 1.753 2.476
S -3.359 1.327 0.063
O -2.405 0.210 -0.064
O -4.665 1.018 -0.374
N -2.828 2.664 -0.526
S -1.331 3.127 -0.405
O -0.666 3.241 -1.660
O -0.581 2.398 0.610
C -1.533 4.808 0.403
F -1.980 4.590 1.635
F -0.360 5.422 0.488
F -2.390 5.582 -0.236
N -3.920 -5.487 -0.256
C -2.916 -4.939 -0.275
C -1.653 -4.291 -0.309
C -0.468 -5.029 -0.293
C 0.735 -4.345 -0.340
C 0.710 -2.962 -0.424
N -0.422 -2.266 -0.444
C -1.583 -2.897 -0.383
H -0.496 -6.108 -0.241
H 1.679 -4.866 -0.336
H 1.628 -2.390 -0.466
H -2.482 -2.294 -0.381

Stability ranking, top entry: run a; the second entry is 12.7 kcal/mol less favorable.

Run a
99
Properties=species:S:1:pos:R:3 method="wB97M-V/def2-TZVPD" charge=-2 multiplicity=1 e_lumo_ha="0.116 / 0.117" homo_ev="0.813 / 0.816"
Cs 0.641 1.157 -0.064
N -1.748 5.045 2.327
C -1.015 4.121 1.374
C -1.091 4.626 -0.048
P 0.648 3.828 2.163
O 1.656 4.770 1.304
O 0.462 4.420 3.525
O 1.071 2.401 1.999
P -2.003 2.533 1.576
O -1.437 2.006 2.991
O -3.391 3.046 1.822
O -1.683 1.582 0.479
H -1.150 4.997 3.201
H -2.693 4.585 2.441
H -1.817 5.998 1.989
H -0.616 5.603 -0.163
H -2.139 4.682 -0.351
H -0.595 3.922 -0.712
H 2.254 4.209 0.782
H -0.484 1.873 2.778
N 0.932 -0.037 5.044
C 0.267 -0.966 4.134
C 0.651 -0.775 2.658
C -0.045 -1.759 1.761
O 0.524 -2.653 1.191
O -1.368 -1.557 1.700
H 0.667 0.916 4.816
H 1.936 -0.091 4.915
H -0.808 -0.838 4.246
H 0.521 -1.984 4.444
H 1.727 -0.900 2.531
H 0.370 0.230 2.355
S -0.184 0.297 -7.824
C -1.886 0.288 -8.187
C -2.624 0.427 -7.046
C -1.853 0.536 -5.874
C -0.473 0.487 -6.094
C 0.610 0.566 -5.183
C 0.406 0.805 -3.803
N 1.327 0.887 -2.880
C 2.652 0.695 -3.249
C 2.984 0.476 -4.632
C 4.369 0.301 -4.976
C 5.336 0.302 -4.035
C 5.028 0.486 -2.643
C 5.996 0.448 -1.663
C 5.646 0.617 -0.287
C 4.273 0.862 -0.050
N 3.325 0.921 -0.946
C 3.654 0.705 -2.277
C 6.588 0.564 0.772
C 6.401 0.626 2.156
C 7.594 0.553 2.899
C 8.719 0.424 2.134
S 8.312 0.405 0.443
C 1.978 0.424 -5.572
H -2.213 0.179 -9.209
H -3.708 0.441 -7.049
H -2.281 0.636 -4.886
H -0.616 0.952 -3.447
H 4.613 0.152 -6.024
H 6.376 0.155 -4.309
H 7.035 0.278 -1.929
H 3.948 1.042 0.978
H 5.422 0.709 2.607
H 7.626 0.585 3.981
H 9.751 0.343 2.435
H 2.219 0.260 -6.617
C -2.858 -1.282 -0.818
Si -2.697 -2.127 0.851
C -4.119 -1.535 2.021
C -4.717 -0.241 1.445
C -5.257 -2.555 2.160
C -3.584 -1.216 3.424
C -2.588 -4.027 0.545
C -2.145 -4.746 1.828
C -1.561 -4.321 -0.563
C -3.925 -4.609 0.069
H -3.831 -1.503 -1.266
H -2.088 -1.596 -1.526
H -2.781 -0.201 -0.693
H -5.188 -0.412 0.474
H -3.958 0.531 1.325
H -5.481 0.152 2.125
H -5.705 -2.783 1.191
H -6.044 -2.144 2.802
H -4.909 -3.486 2.615
H -2.900 -0.369 3.385
H -3.065 -2.069 3.870
H -4.419 -0.944 4.080
H -1.152 -4.406 2.127
H -2.090 -5.827 1.654
H -2.837 -4.573 2.658
H -0.579 -3.932 -0.308
H -1.871 -3.895 -1.519
H -1.474 -5.406 -0.694
H -4.706 -4.531 0.824
H -3.797 -5.670 -0.168
H -4.268 -4.104 -0.839

Run b
99
Properties=species:S:1:pos:R:3 method="wB97M-V/def2-TZVPD" charge=-2 multiplicity=1 e_lumo_ha="0.136 / 0.137" homo_ev="-2.160 / 0.015"
Cs 0.082 -0.520 1.844
N -3.654 -2.535 4.780
C -3.350 -1.423 3.784
C -4.612 -0.573 3.656
P -3.083 -2.433 2.243
O -2.945 -1.304 1.076
O -1.793 -3.157 2.345
O -4.393 -3.149 2.100
P -2.070 -0.487 4.807
O -2.075 0.924 4.076
O -2.823 -0.456 6.118
O -0.756 -1.182 4.745
H -4.479 -3.052 4.473
H -3.700 -2.033 5.695
H -2.846 -3.164 4.786
H -5.438 -1.165 3.254
H -4.405 0.256 2.980
H -4.882 -0.143 4.623
H -3.820 -1.031 0.780
H -1.181 1.386 3.960
N 2.987 0.579 2.835
C 3.102 1.756 3.691
C 2.340 2.918 3.074
C 0.874 2.543 2.803
O 0.235 2.116 3.801
O 0.449 2.660 1.633
H 3.522 -0.205 3.182
H 3.272 0.759 1.877
H 4.143 2.065 3.873
H 2.647 1.513 4.653
H 2.810 3.226 2.136
H 2.359 3.771 3.758
S -0.476 -6.557 0.138
C -0.401 -8.236 -0.204
C 0.665 -8.537 -0.997
C 1.424 -7.391 -1.347
C 0.934 -6.225 -0.806
C 1.448 -4.874 -0.965
C 1.109 -3.834 -0.074
N 1.539 -2.599 -0.158
C 2.364 -2.255 -1.199
C 2.777 -3.241 -2.148
C 3.632 -2.842 -3.237
C 4.023 -1.563 -3.383
C 3.601 -0.539 -2.458
C 3.956 0.785 -2.617
C 3.497 1.760 -1.704
C 2.672 1.286 -0.658
N 2.332 0.037 -0.463
C 2.774 -0.915 -1.355
C 3.829 3.159 -1.800
C 3.432 4.214 -1.002
C 3.967 5.460 -1.409
C 4.769 5.374 -2.507
S 4.871 3.747 -3.064
C 2.312 -4.535 -2.013
H -1.135 -8.909 0.209
H 0.902 -9.542 -1.320
H 2.317 -7.424 -1.955
H 0.441 -4.040 0.763
H 3.944 -3.601 -3.947
H 4.658 -1.271 -4.213
H 4.582 1.063 -3.459
H 2.250 1.992 0.058
H 2.763 4.097 -0.162
H 3.758 6.391 -0.900
H 5.294 6.164 -3.019
H 2.598 -5.277 -2.751
C 0.071 3.279 -1.725
Si -1.120 1.924 -1.191
C -2.721 2.777 -0.538
C -2.302 3.981 0.313
C -3.602 3.278 -1.689
C -3.540 1.829 0.341
C -1.373 0.731 -2.683
C -2.544 -0.227 -2.458
C -0.087 -0.099 -2.804
C -1.579 1.502 -3.992
H -0.421 4.008 -2.380
H 0.933 2.870 -2.255
H 0.439 3.802 -0.841
H -1.799 4.742 -0.291
H -1.625 3.685 1.117
H -3.197 4.441 0.753
H -3.053 3.947 -2.359
H -4.452 3.843 -1.282
H -4.008 2.459 -2.287
H -2.963 1.470 1.196
H -3.889 0.962 -0.225
H -4.425 2.352 0.729
H -2.427 -0.790 -1.528
H -2.595 -0.953 -3.279
H -3.503 0.297 -2.421
H 0.077 -0.718 -1.920
H 0.802 0.526 -2.931
H -0.152 -0.765 -3.675
H -2.494 2.097 -3.985
H -1.648 0.795 -4.830
H -0.741 2.173 -4.197

Stability ranking, top entry: run b; the second entry is 21.9 kcal/mol less favorable.

Run a
13
Properties=species:S:1:pos:R:3 method="wB97M-V/def2-TZVPD" charge=+1 s2=2.02 multiplicity=3 e_lumo_ha="-0.125 / -0.313" homo_ev="-13.113 / -14.982"
C 1.299 0.804 0.019
C -0.107 1.238 -0.371
C -0.810 -1.063 0.394
C 0.717 -1.436 0.315
N 1.491 -0.380 0.287
N -1.213 0.307 -0.405
H 1.917 1.645 0.198
H -0.093 1.903 0.613
H -0.236 1.936 -1.222
H -1.459 -1.878 -0.116
H -1.132 -0.870 1.494
H 1.150 -2.380 0.116
H -1.525 0.176 -1.323

Run b
13
Properties=species:S:1:pos:R:3 method="wB97M-V/def2-TZVPD" charge=+1 s2=2.19 multiplicity=3 e_lumo_ha="-0.207 / -0.239" homo_ev="-14.158 / -14.697"
C -1.321 0.537 0.634
C 0.068 -0.935 1.715
C 0.302 0.859 -1.502
C 0.467 -0.400 -0.599
N -0.883 1.478 -1.353
N -0.302 -0.237 0.624
H -2.111 1.028 1.306
H 0.972 -1.562 1.695
H -0.312 -0.875 2.644
H 1.283 1.351 -1.059
H 0.433 0.632 -2.596
H -0.141 -1.247 -1.045
H 1.545 -0.628 -0.463

Stability ranking, top entry: run a; the second entry is 67.8 kcal/mol less favorable.

Run a
24
Properties=species:S:1:pos:R:3 method="wB97M-V/def2-TZVPD" charge=0 multiplicity=1 smiles=CC(C)(C)C(C)(C)O e_lumo_ha=0.030 homo_ev=-9.701
C 1.207 -0.052 1.576
C 0.508 -0.400 0.254
C -0.710 -1.549 0.497
C 1.521 -1.061 -0.686
C -0.372 0.692 -0.303
C -1.300 1.394 0.698
C -1.089 0.480 -1.632
O 0.793 1.807 -0.614
H 2.283 -0.255 1.541
H 1.138 1.007 1.836
H 0.802 -0.594 2.433
H -1.637 -1.197 0.950
H -0.932 -2.063 -0.441
H -0.275 -2.275 1.188
H 2.364 -0.390 -0.867
H 1.915 -1.972 -0.217
H 1.094 -1.345 -1.649
H -1.010 2.445 0.789
H -2.344 1.354 0.374
H -1.264 0.956 1.698
H -0.441 0.049 -2.397
H -1.981 -0.145 -1.522
H -1.425 1.454 -2.005
H 1.155 1.659 -1.503

Run b
24
Properties=species:S:1:pos:R:3 method="wB97M-V/def2-TZVPD" charge=0 multiplicity=1 smiles="CCC(C)=C(C)C.O" e_lumo_ha=0.029 homo_ev=-8.316
C 0.000 0.000 0.000
C 0.812 -1.135 -0.691
C 2.240 -1.277 -0.130
C 2.367 -2.284 1.081
C 3.302 -0.572 -0.627
C 4.615 -0.540 0.104
C 3.299 0.347 -1.796
H -0.220 -0.325 1.031
H -0.949 0.262 -0.497
H 0.635 0.901 0.043
H 0.254 -2.090 -0.739
H 0.949 -0.772 -1.727
H 2.399 -3.337 0.754
H 1.502 -2.150 1.752
H 3.288 -2.063 1.646
H 5.380 -0.082 -0.545
H 4.902 -1.586 0.303
H 4.593 0.007 1.062
H 2.853 1.296 -1.452
H 2.622 -0.112 -2.536
H 4.261 0.568 -2.288
O -1.238 -1.139 -4.121
H -1.584 -1.490 -3.269
H -1.912 -1.399 -4.789

Stability ranking, top entry: run a; the second entry is 1.9 kcal/mol less favorable.

Run a
9
Properties=species:S:1:pos:R:3 method="wB97M-V/def2-TZVPD" charge=0 multiplicity=1 smiles="F[C@]1(S)C=NN=N1" e_lumo_ha=-0.058 homo_ev=-10.320
F 0.724 1.617 -0.053
C 0.213 0.326 0.103
S 1.824 -0.717 0.488
C -0.635 -0.343 -1.019
N -1.710 -0.758 -0.507
N -1.787 -0.311 0.817
N -0.727 0.256 1.179
H 2.518 0.372 0.987
H -0.419 -0.442 -1.995

Run b
9
Properties=species:S:1:pos:R:3 method="wB97M-V/def2-TZVPD" charge=0 multiplicity=1 e_lumo_ha="-0.160 / -0.160" homo_ev="-9.701 / -9.701"
C 0.156 -0.769 0.043
C 1.772 0.629 0.024
N 1.460 -0.698 -0.144
N -0.309 0.504 0.304
N 0.667 1.347 0.221
F -3.290 -0.115 -1.000
S -2.944 -0.210 0.564
H -0.313 -1.739 0.007
H 2.801 1.050 -0.019

Stability ranking, top entry: run a; the second entry is 54.8 kcal/mol less favorable.

Run a
25
Properties=species:S:1:pos:R:3 method="wB97M-V/def2-TZVPD" charge=+1 s2=0.86 multiplicity=2 e_lumo_ha="-0.324 / -0.317" homo_ev="-13.802 / -13.662"
C 0.050 -2.442 0.132
C 0.100 -0.969 -0.372
C -1.055 -0.091 0.010
C -0.945 1.294 -0.769
N -1.257 1.107 -2.143
C -1.454 2.432 -2.696
H 0.201 -2.481 1.225
H 0.772 -3.116 -0.334
H -0.952 -2.809 -0.069
H 1.053 -0.523 0.000
H 0.204 -0.985 -1.479
H -2.057 -0.372 -0.445
H -1.086 0.002 1.067
H -1.818 1.774 -0.252
H 0.038 1.823 -0.562
H 2.427 1.736 0.504
H -2.284 3.062 -2.253
H -0.534 3.009 -2.473
H -1.726 2.413 -3.764
H 2.000 2.309 0.717
H 0.910 0.147 3.211
O 1.103 -0.267 2.348
H 2.638 -2.791 3.205
H 1.778 -1.631 2.584
O 1.895 -2.632 2.606

Run b
25
Properties=species:S:1:pos:R:3 method="wB97M-V/def2-TZVPD" charge=+1 s2=0.76 multiplicity=2 e_lumo_ha="-0.113 / -0.294" homo_ev="-14.580 / -14.578"
C -0.890 0.722 0.516
C -1.436 0.851 1.978
C 0.634 0.466 0.405
N 0.747 -0.873 0.983
C -0.119 -2.023 0.360
C 2.190 -1.237 1.085
H -1.119 1.793 0.109
H -1.509 0.121 -0.130
H -0.815 0.416 2.775
H -1.479 2.006 2.133
H -2.432 0.378 2.095
H 1.202 1.306 0.858
H 0.914 0.691 -0.792
H -0.872 -1.632 -0.326
H -0.738 -2.534 1.240
H 0.544 -2.753 -0.027
H 2.317 -1.959 1.965
H 2.754 -1.584 0.166
H 2.680 -0.295 1.458
H -1.389 2.474 -2.618
H -2.129 2.371 -1.327
O -1.851 2.934 -2.072
H 0.576 -0.066 -4.101
H 0.939 -1.063 -3.055
O 1.280 -0.512 -3.677

Stability ranking, top entry: run b; the second entry is 93.0 kcal/mol less favorable.